Version a
Below is a cluster of 2 separate species, C5H14 in total, with properties calculated with ωB97M-V with the def2-TZVPD basis set.

Output
Multiplicity = 1
Gap between HOMO and LUMO = 12.3 eV
Charge = 0
SMILES = CCC.CC

Last columns: bonded neighbours and bond lengths (Å).
Cartesian coordinates (Å):
1 H -0.238 -0.453 3.082  C6 1.087
2 H 0.471 -1.567 0.896  C10 1.082
3 H -1.693 -2.464 0.768  C4 1.083
4 C -1.701 -1.398 0.958  H3 1.083, H7 1.097, C10 1.528, H16 1.080
5 C 0.804 1.803 -1.938  H9 1.090, H11 1.086, H12 1.089, C15 1.538
6 C 0.161 -0.001 2.178  H1 1.087, C10 1.538, H14 1.086, H17 1.091
7 H -2.073 -1.455 1.989  C4 1.097
8 H 1.556 -0.070 -1.185  C15 1.086
9 H 0.206 2.148 -2.782  C5 1.090
10 C -0.294 -0.804 0.948  H2 1.082, C4 1.528, C6 1.538, H19 1.076
11 H 0.282 2.080 -1.027  C5 1.086
12 H 1.775 2.293 -1.997  C5 1.089
13 H 0.067 -0.262 -1.930  C15 1.090
14 H 1.244 0.088 2.207  C6 1.086
15 C 1.003 0.282 -2.051  C5 1.538, H8 1.086, H13 1.090, H18 1.084
16 H -2.437 -0.818 0.421  C4 1.080
17 H -0.135 1.049 2.155  C6 1.091
18 H 1.447 0.041 -3.011  C15 1.084
19 H -0.244 -0.184 0.070  C10 1.076

Version b
Below is a cluster of 2 separate species, C5H14 in total, with properties calculated with ωB97M-V with the def2-TZVPD basis set.

Output
Multiplicity = 1
Gap between HOMO and LUMO = 11.9 eV
Charge = 0
SMILES = CCC.CC

Last columns: bonded neighbours and bond lengths (Å).
Cartesian coordinates (Å):
1 H -1.294 -1.931 1.237  C12 1.111
2 C -0.644 -0.089 2.234  H5 1.096, H8 1.079, H11 1.068, C12 1.527
3 H 0.178 2.005 -2.113  C9 1.111
4 C 0.847 -0.099 -1.881  H7 1.097, C9 1.537, C18 1.535, H19 1.100
5 H -1.145 0.645 2.875  C2 1.096
6 H -0.572 1.006 -3.262  C9 1.100
7 H 1.522 -0.235 -2.735  C4 1.097
8 H -0.348 0.489 1.373  C2 1.079
9 C -0.205 0.968 -2.226  H3 1.111, C4 1.537, H6 1.100, H16 1.100
10 H 1.865 -0.470 -0.078  C18 1.088
11 H 0.155 -0.381 2.879  C2 1.068
12 C -1.593 -1.277 2.084  H1 1.111, C2 1.527, H15 1.068, H17 1.082
13 H 1.367 1.295 -0.285  C18 1.120
14 H 2.808 0.609 -1.058  C18 1.090
15 H -2.631 -1.023 2.080  C12 1.068
16 H -0.951 1.013 -1.420  C9 1.100
17 H -1.504 -1.816 3.017  C12 1.082
18 C 1.786 0.373 -0.763  C4 1.535, H10 1.088, H13 1.120, H14 1.090
19 H 0.359 -1.082 -1.958  C4 1.100

Version c
Below is a cluster of 2 separate species, C5H14 in total, with properties calculated with ωB97M-V with the def2-TZVPD basis set.

Output
Multiplicity = 1
Gap between HOMO and LUMO = 12.6 eV
Charge = 0
SMILES = CCC.CC

Last columns: bonded neighbours and bond lengths (Å).
Cartesian coordinates (Å):
1 H -3.153 0.970 -1.330  C7 1.090
2 H -2.341 -0.559 1.284  C12 1.086
3 H 2.769 -0.828 -1.353  C14 1.090
4 C 2.061 1.034 0.490  H10 1.091, C11 1.523, H13 1.091, H16 1.090
5 H 0.659 0.048 -0.810  C11 1.086
6 H -2.513 1.677 0.158  C7 1.091
7 C -3.096 0.849 -0.248  H1 1.090, H6 1.091, C12 1.531, H18 1.079
8 H -1.526 -0.668 -0.295  C12 1.086
9 H -3.142 -1.275 -0.109  C12 1.096
10 H 2.714 0.777 1.326  C4 1.091
11 C 1.308 -0.205 0.022  C4 1.523, H5 1.086, C14 1.541, H15 1.091
12 C -2.468 -0.471 0.209  H2 1.086, C7 1.531, H8 1.086, H9 1.096
13 H 2.673 1.452 -0.310  C4 1.091
14 C 2.328 -1.258 -0.454  H3 1.090, C11 1.541, H17 1.086, H19 1.052
15 H 0.756 -0.573 0.888  C11 1.091
16 H 1.380 1.822 0.815  C4 1.090
17 H 3.097 -1.354 0.307  C14 1.086
18 H -4.125 0.885 0.074  C7 1.079
19 H 1.861 -2.183 -0.634  C14 1.052

The computed energies, referenced to the most stable structure and given in kJ/mol, are version a 31.3; version b 76.0; version c 0.0.

Version a
Below is a cluster of 2 separate species, C5H14 in total, with properties calculated with ωB97M-V with the def2-TZVPD basis set.

Output
Multiplicity = 1
Gap between HOMO and LUMO = 12.3 eV
Charge = 0
SMILES = CCC.CC

Last columns: bonded neighbours and bond lengths (Å).
Cartesian coordinates (Å):
1 H 1.812 3.148 1.312  C8 1.098
2 H 0.725 -1.146 -0.719  C7 1.086
3 H -0.181 0.754 2.038  C9 1.121
4 H -1.984 -1.842 -0.292  C11 1.131
5 C -0.187 -2.107 -2.181  C7 1.495, H13 1.130, H14 1.101, H17 1.079
6 H 1.985 1.430 0.838  C8 1.130
7 C -0.205 -0.944 -1.242  H2 1.086, C5 1.495, H10 1.107, C11 1.524
8 C 1.239 2.234 1.110  H1 1.098, H6 1.130, C9 1.528, H12 1.173
9 C 0.436 1.659 2.276  H3 1.121, C8 1.528, H15 1.064, H18 1.112
10 H -0.098 0.002 -1.807  C7 1.107
11 C -1.396 -0.875 -0.292  H4 1.131, C7 1.524, H16 1.094, H19 1.111
12 H 0.495 2.404 0.219  C8 1.173
13 H 0.282 -2.999 -1.671  C5 1.130
14 H -1.208 -2.290 -2.549  C5 1.101
15 H 0.004 2.444 2.850  C9 1.064
16 H -2.104 -0.062 -0.473  C11 1.094
17 H 0.359 -2.073 -3.111  C5 1.079
18 H 1.088 1.040 2.931  C9 1.112
19 H -1.061 -0.778 0.763  C11 1.111

Version b
Below is a cluster of 2 separate species, C5H14 in total, with properties calculated with ωB97M-V with the def2-TZVPD basis set.

Output
Multiplicity = 1
Gap between HOMO and LUMO = 12.1 eV
Charge = 0
SMILES = CCC.CC

Last columns: bonded neighbours and bond lengths (Å).
Cartesian coordinates (Å):
1 H -3.203 0.019 0.636  C4 1.163
2 C -1.560 -0.392 -0.899  C4 1.550, H7 1.060, H17 1.161, H19 1.095
3 C 1.845 0.603 -1.172  H5 1.020, H9 1.032, C14 1.557, H15 1.081
4 C -2.059 0.142 0.468  H1 1.163, C2 1.550, C11 1.625, H16 1.006
5 H 0.921 1.034 -1.218  C3 1.020
6 H 2.624 -0.469 0.519  C14 1.168
7 H -2.111 -1.235 -1.229  C2 1.060
8 H -1.520 -0.482 2.465  C11 1.050
9 H 2.432 0.725 -2.012  C3 1.032
10 H -1.659 -1.809 1.357  C11 1.109
11 C -1.233 -0.796 1.506  C4 1.625, H8 1.050, H10 1.109, H18 1.026
12 H 2.067 1.253 0.970  C14 1.133
13 H 3.509 1.110 0.175  C14 1.008
14 C 2.613 0.649 0.182  C3 1.557, H6 1.168, H12 1.133, H13 1.008
15 H 1.606 -0.437 -1.343  C3 1.081
16 H -1.819 1.114 0.565  C4 1.006
17 H -1.704 0.461 -1.673  C2 1.161
18 H -0.213 -0.774 1.393  C11 1.026
19 H -0.534 -0.717 -0.693  C2 1.095

Version c
Below is a cluster of 2 separate species, C5H14 in total, with properties calculated with ωB97M-V with the def2-TZVPD basis set.

Output
Multiplicity = 1
Gap between HOMO and LUMO = 12.3 eV
Charge = 0
SMILES = CCC.CC

Last columns: bonded neighbours and bond lengths (Å).
Cartesian coordinates (Å):
1 H 2.161 -1.536 2.318  C7 1.089
2 H 0.708 0.910 1.080  C10 1.083
3 C -1.535 1.998 -1.807  C6 1.541, H8 1.083, H12 1.106, H13 1.089
4 H 2.027 -2.934 1.306  C7 1.094
5 H 1.527 0.543 -0.529  C10 1.091
6 C -1.949 1.023 -0.688  C3 1.541, H14 1.083, H15 1.090, H19 1.089
7 C 1.472 -2.058 1.656  H1 1.089, H4 1.094, H16 1.093, C18 1.531
8 H -0.588 1.995 -2.333  C3 1.083
9 H -0.217 -1.301 0.598  C18 1.092
10 C 1.252 0.200 0.470  H2 1.083, H5 1.091, H17 1.110, C18 1.566
11 H 1.047 -1.667 -0.548  C18 1.082
12 H -2.216 1.832 -2.663  C3 1.106
13 H -1.927 2.973 -1.517  C3 1.089
14 H -1.204 0.287 -0.410  C6 1.083
15 H -2.227 1.620 0.180  C6 1.090
16 H 0.650 -2.338 2.318  C7 1.093
17 H 2.290 0.268 0.858  C10 1.110
18 C 0.867 -1.318 0.461  C7 1.531, H9 1.092, C10 1.566, H11 1.082
19 H -2.837 0.457 -0.969  C6 1.089

Version d
Below is a cluster of 2 separate species, C5H14 in total, with properties calculated with ωB97M-V with the def2-TZVPD basis set.

Output
Multiplicity = 1
Gap between HOMO and LUMO = 12.0 eV
Charge = 0
SMILES = CCC.CC

Last columns: bonded neighbours and bond lengths (Å).
Cartesian coordinates (Å):
1 H 0.805 -2.388 1.798  C10 1.106
2 C 0.606 1.339 -2.099  H7 1.093, H11 1.103, C15 1.535, H16 1.107
3 H -0.613 2.794 -1.287  C15 1.111
4 H -0.886 -0.615 2.818  C8 1.103
5 H -1.538 0.388 1.443  C8 1.079
6 H -1.456 -1.401 -0.044  C13 1.121
7 H 1.656 1.139 -2.328  C2 1.093
8 C -0.816 -0.354 1.748  H4 1.103, H5 1.079, H9 1.091, C13 1.550
9 H 0.220 -0.014 1.771  C8 1.091
10 C 0.490 -2.294 0.743  H1 1.106, C13 1.511, H17 1.091, H18 1.099
11 H 0.168 1.595 -3.078  C2 1.103
12 H 0.636 2.151 -0.151  C15 1.092
13 C -0.864 -1.636 0.878  H6 1.121, C8 1.550, C10 1.511, H19 1.108
14 H 1.060 3.405 -1.455  C15 1.092
15 C 0.461 2.542 -1.156  C2 1.535, H3 1.111, H12 1.092, H14 1.092
16 H -0.005 0.501 -1.715  C2 1.107
17 H 0.470 -3.315 0.359  C10 1.091
18 H 1.262 -1.595 0.393  C10 1.099
19 H -1.656 -2.240 1.364  C13 1.108

The computed energies, referenced to the most stable structure and given in kJ/mol, are version a 23.7; version b 89.9; version c 30.5; version d 0.0.

Version a
Below is a cluster of 2 separate species, C5H14 in total, with properties calculated with ωB97M-V with the def2-TZVPD basis set.

Output
Multiplicity = 1
Gap between HOMO and LUMO = 12.0 eV
Charge = 0
SMILES = CCC.CC

Last columns: bonded neighbours and bond lengths (Å).
Cartesian coordinates (Å):
1 H 0.497 2.025 1.066  C16 1.082
2 H 0.422 -0.122 2.693  C15 1.098
3 C 1.245 -0.758 -1.232  H8 1.124, H10 1.113, C14 1.520, H17 1.168
4 H -0.979 0.698 3.338  C15 1.109
5 H 0.137 0.362 -2.609  C14 1.162
6 H -1.066 2.510 1.593  C16 1.094
7 H -0.511 0.423 -0.773  C14 1.135
8 H 1.784 -0.232 -0.398  C3 1.124
9 C -0.790 -1.671 -1.930  H11 1.115, H12 1.074, H13 1.077, C14 1.638
10 H 2.035 -0.787 -2.016  C3 1.113
11 H -0.057 -2.015 -2.697  C9 1.115
12 H -1.793 -1.556 -2.297  C9 1.074
13 H -0.877 -2.175 -0.982  C9 1.077
14 C -0.116 -0.208 -1.629  C3 1.520, H5 1.162, H7 1.135, C9 1.638
15 C -0.389 0.561 2.409  H2 1.098, H4 1.109, C16 1.537, H19 1.051
16 C -0.157 2.003 1.927  H1 1.082, H6 1.094, C15 1.537, H18 1.148
17 H 1.217 -1.854 -0.828  C3 1.168
18 H 0.471 2.648 2.641  C16 1.148
19 H -1.072 0.147 1.725  C15 1.051

Version b
Below is a cluster of 2 separate species, C5H14 in total, with properties calculated with ωB97M-V with the def2-TZVPD basis set.

Output
Multiplicity = 1
Gap between HOMO and LUMO = 12.4 eV
Charge = 0
SMILES = CCC.CC

Last columns: bonded neighbours and bond lengths (Å).
Cartesian coordinates (Å):
1 H 0.383 1.446 -1.297  C5 1.089
2 C -0.355 -0.897 3.161  H4 1.088, H9 1.086, H15 1.089, C18 1.533
3 H 1.744 -0.612 2.659  C18 1.089
4 H -0.200 -1.318 4.152  C2 1.088
5 C -0.259 0.894 -1.983  H1 1.089, C6 1.543, C14 1.518, H19 1.094
6 C -1.005 -0.277 -1.312  C5 1.543, H11 1.089, H12 1.088, H13 1.090
7 H 0.250 -0.323 -3.795  C14 1.094
8 H 1.611 0.181 -2.776  C14 1.091
9 H -1.296 -0.357 3.131  C2 1.086
10 H 1.220 0.606 3.652  C18 1.098
11 H -0.296 -0.769 -0.649  C6 1.089
12 H -1.895 0.052 -0.779  C6 1.088
13 H -1.394 -0.955 -2.072  C6 1.090
14 C 0.625 0.471 -3.142  C5 1.518, H7 1.094, H8 1.091, H17 1.096
15 H -0.401 -1.684 2.409  C2 1.089
16 H 0.662 0.712 2.038  C18 1.084
17 H 0.794 1.274 -3.868  C14 1.096
18 C 0.851 -0.012 2.823  C2 1.533, H3 1.089, H10 1.098, H16 1.084
19 H -1.037 1.567 -2.353  C5 1.094

Version c
Below is a cluster of 2 separate species, C5H14 in total, with properties calculated with ωB97M-V with the def2-TZVPD basis set.

Output
Multiplicity = 1
Gap between HOMO and LUMO = 12.4 eV
Charge = 0
SMILES = CCC.CC

Last columns: bonded neighbours and bond lengths (Å).
Cartesian coordinates (Å):
1 C -0.288 1.226 -0.335  H11 1.104, H14 1.093, C16 1.509, H19 1.090
2 H -1.062 -1.802 -1.407  C5 1.085
3 H 1.528 1.900 0.565  C16 1.108
4 H -0.038 2.791 2.686  C15 1.096
5 C -0.110 -2.283 -1.606  H2 1.085, H10 1.081, H12 1.088, C18 1.538
6 H -0.903 -3.269 0.071  C18 1.108
7 H -1.236 2.801 1.556  C15 1.114
8 H 0.237 3.814 1.269  C15 1.089
9 H 0.804 -2.830 0.293  C18 1.106
10 H -0.193 -2.757 -2.574  C5 1.081
11 H -1.190 0.662 -0.042  C1 1.104
12 H 0.607 -1.524 -1.909  C5 1.088
13 H 0.450 -4.266 -0.516  C18 1.078
14 H -0.574 2.132 -0.875  C1 1.093
15 C -0.123 2.839 1.594  H4 1.096, H7 1.114, H8 1.089, C16 1.522
16 C 0.498 1.645 0.883  C1 1.509, H3 1.108, C15 1.522, H17 1.096
17 H 0.706 0.837 1.592  C16 1.096
18 C 0.084 -3.255 -0.430  C5 1.538, H6 1.108, H9 1.106, H13 1.078
19 H 0.215 0.621 -1.089  C1 1.090

The computed energies, referenced to the most stable structure and given in kJ/mol, are version a 113.5; version b 0.0; version c 38.1.